C15H23NO3S | the ωB97M-V functional and the def2-TZVPD basis

Each line ends with the Löwdin charge.
Element x y z (Å)
O  1.359  -1.940  3.296  0.000
C  -2.865  0.760  -2.205  -0.178
C  -1.163  -1.577  3.148  -0.093
C  0.358  0.592  0.414  -0.175
H  2.616  -2.611  5.795  0.063
H  -0.924  -2.733  3.027  0.129
H  0.036  -0.828  -4.445  0.165
H  2.371  1.794  -0.674  0.013
C  2.960  -3.006  4.853  -0.037
H  -2.369  -1.368  3.104  0.145
C  1.676  0.298  0.475  -0.292
H  2.251  0.465  -1.435  0.082
H  -2.370  -0.501  -4.572  0.000
H  3.378  -1.257  3.855  0.144
H  -3.206  1.610  -1.465  0.136
O  -1.373  2.444  -0.337  -0.345
H  0.163  -1.019  -1.941  0.193
C  -2.534  1.402  -3.462  -0.169
H  4.016  -3.165  5.318  0.116
H  -3.604  -0.367  -2.384  0.222
C  -0.243  -1.058  2.249  -0.320
C  2.825  -2.148  3.505  -0.103
S  -0.581  1.332  -0.977  0.620
H  -3.494  1.649  -4.183  0.147
C  -0.938  -0.720  -2.521  -0.148
C  1.146  -1.154  2.303  -0.224
C  2.174  -0.652  1.329  0.055
H  3.264  -2.680  2.949  0.006
C  -0.522  -0.056  -3.757  -0.231
H  -1.696  2.241  -3.627  0.156
H  3.654  0.704  -0.147  0.080
H  -1.436  -1.579  -2.521  0.076
H  2.488  -3.844  4.652  0.006
C  -1.759  0.190  -4.533  -0.112
C  2.688  0.870  -0.535  0.005
H  3.062  -0.476  1.704  0.048
N  -1.488  0.328  -1.601  -0.294
H  -1.728  0.662  -5.497  0.104
H  0.068  0.655  -3.738  0.013
O  0.398  2.121  -1.748  -0.321
H  -1.819  0.084  1.098  0.152
H  -0.993  -1.430  4.297  0.117
C  -0.687  -0.264  1.179  0.052

Values from the calculation:
Multiplicity = 1
F_max = 15.367 eV/A
Calculated total energy = -34383.284 eV
HOMO = -8.22 eV
ΔE to the lowest compared entry with this formula, charge and spin = 298.67 kcal per mole

C15H24Br2F3N4O4P | the ωB97M-V functional and the def2-TZVPD basis

Each line ends with the Löwdin charge.
Element x y z (Å)
N  1.747  2.323  1.200  0.000
H  -3.626  -0.729  2.897  0.073
H  3.491  -2.323  3.271  0.078
H  2.939  -0.573  3.621  0.029
O  -3.275  -1.124  -3.983  -0.114
H  -2.502  -1.193  -6.488  0.075
H  -1.737  0.411  -6.555  0.065
H  -0.842  -2.201  1.384  0.027
H  -0.060  -0.538  -0.857  0.069
H  3.779  -0.534  0.828  0.052
C  -3.116  -0.392  3.848  -0.161
C  -1.660  0.122  3.528  -0.679
C  -1.914  -0.466  -5.926  -0.090
H  -0.602  -3.360  0.034  0.075
H  3.314  1.372  0.030  0.136
C  -0.779  -2.273  0.249  -0.175
H  4.659  -0.995  2.997  0.066
C  -1.662  -3.068  -3.964  -0.538
Br  -3.182  1.784  1.708  0.748
C  1.064  3.457  1.564  -0.265
P  1.255  -0.671  1.297  0.985
Br  -0.083  -0.584  4.435  0.720
H  -3.295  -2.658  -2.728  0.140
C  0.434  -1.347  -0.246  -0.369
F  -1.421  -4.182  -3.231  0.102
H  -1.960  0.502  -3.978  0.100
C  3.561  -1.237  2.972  -0.167
N  3.832  2.352  2.797  -0.002
N  -0.167  3.164  2.093  0.184
C  -2.624  -0.058  -4.644  -0.292
H  -0.909  3.766  2.445  0.164
H  1.111  -1.944  -0.911  0.086
H  -1.765  -1.899  -0.129  0.060
H  -0.942  -0.907  -5.718  0.055
C  -0.240  1.726  2.063  -0.243
H  1.711  4.969  0.445  0.114
C  -1.540  1.099  2.576  -0.609
H  -3.426  0.634  -4.922  0.104
F  -2.352  -3.498  -5.056  0.097
C  -2.489  -2.021  -3.144  -0.500
N  1.507  4.812  1.442  0.159
C  3.064  -1.140  1.444  -0.410
H  -3.086  -1.272  4.537  0.074
H  3.142  -2.198  1.049  0.088
H  3.047  3.130  -0.218  0.148
O  -1.758  -1.359  -2.277  -0.190
F  -0.467  -2.637  -4.417  0.103
O  4.754  1.725  3.173  0.090
H  0.683  5.387  1.642  0.106
H  -3.758  0.437  4.255  0.076
C  3.068  2.318  0.570  -0.106
O  4.118  2.738  1.485  -0.093
C  0.960  1.152  1.514  -0.243

Values from the calculation:
Multiplicity = 1
F_max = 4.483 eV/A
Calculated total energy = -187612.410 eV
HOMO = -6.13 eV

C15H24CaCl2NO2P | the ωB97M-V functional and the def2-TZVPD basis

Each line ends with the Löwdin charge.
Element x y z (Å)
H  0.884  -3.498  -3.658  0.093
H  3.352  0.301  4.991  0.068
H  -0.304  0.762  -2.209  0.075
H  -3.704  -1.759  2.549  0.053
H  -0.139  2.487  -2.664  0.092
H  1.327  3.253  0.715  0.071
H  2.849  -0.105  -0.012  0.103
C  1.396  -1.007  -1.351  -0.297
C  -0.437  -3.029  -2.019  -0.066
C  -0.305  1.786  -1.823  -0.102
Cl  2.894  2.617  4.908  0.609
H  -2.741  -2.776  -0.750  0.096
H  -4.288  -0.114  2.137  0.058
C  2.435  0.050  -1.023  -0.146
H  -4.171  -0.526  -1.150  0.045
Ca  0.316  -0.051  1.684  1.359
H  2.741  2.110  -0.538  0.113
C  -1.932  -2.379  -0.108  -0.275
O  2.010  1.410  2.178  -0.192
C  3.368  1.058  4.207  -1.018
H  -1.783  0.350  1.038  -0.072
H  -1.792  -3.097  0.722  0.098
C  2.050  1.544  -1.178  -0.194
H  3.283  -0.103  -1.707  0.105
C  -3.996  -1.091  1.726  -0.224
C  -3.262  0.008  -0.828  -0.246
H  -4.833  -1.531  1.164  0.057
H  -3.528  1.045  -0.582  0.048
C  0.709  -2.853  -2.803  -0.095
H  -1.169  -3.803  -2.248  0.099
H  0.850  4.057  -0.827  0.091
P  -2.572  -0.827  0.650  0.629
O  1.789  -0.505  3.324  -0.173
H  2.524  -1.706  -3.063  0.102
C  0.617  3.223  -0.131  -0.111
H  2.226  1.848  -2.233  0.123
C  2.339  0.641  3.152  -0.765
H  -1.287  1.985  -1.396  0.063
C  -0.661  -2.185  -0.912  -0.352
N  0.690  1.905  -0.761  -0.287
H  -1.662  -0.893  1.817  -0.133
Cl  4.969  1.075  3.448  0.618
C  0.267  -1.217  -0.572  -0.175
H  -2.551  0.011  -1.665  0.038
H  -0.385  3.374  0.267  0.075
C  1.616  -1.847  -2.466  -0.059

Values from the calculation:
Multiplicity = 1
F_max = 3.514 eV/A
Calculated total energy = -74300.461 eV
HOMO = -7.34 eV
ΔE to the lowest compared entry with this formula, charge and spin = 0.00 kcal per mole

C15H24N3O3ReS2SbSe3Te | the ωB97M-V functional and the def2-TZVPD basis

Each line ends with the Mulliken spin population.
Element x y z (Å)
Te  -1.357  1.442  -3.544  0.063
C  3.935  2.191  -1.500  0.004
C  -0.946  0.937  2.882  0.018
C  0.129  0.560  3.883  0.002
H  5.528  5.446  -0.167  0.000
C  -1.166  3.740  0.151  0.010
Re  -0.221  0.432  -0.090  2.498
N  1.454  1.588  0.700  -0.025
H  4.390  3.901  1.383  0.000
H  -0.368  -4.400  0.957  0.000
Se  -2.679  -0.591  -2.969  0.039
C  4.571  3.047  -2.371  -0.002
H  2.203  -3.333  2.154  -0.001
H  -1.235  -3.658  -0.418  -0.002
H  -0.808  1.981  2.581  0.005
H  6.004  4.763  -3.697  0.000
H  1.499  -2.819  -2.077  -0.001
O  -0.832  0.093  1.744  0.146
S  3.047  1.422  0.965  0.006
H  1.125  0.649  3.447  0.000
C  4.437  3.674  0.326  0.001
Sb  0.745  -2.032  0.342  -0.008
C  1.991  -2.917  -1.110  -0.005
C  5.154  4.234  -1.907  0.000
N  -0.439  2.581  0.192  0.002
H  2.159  -3.968  -0.882  -0.001
C  -0.486  4.816  0.602  0.000
H  -0.830  5.833  0.657  0.001
H  6.366  5.807  -2.409  0.000
Se  -2.483  -0.401  -0.625  0.209
N  5.758  5.100  -2.784  0.000
H  1.044  -2.252  2.962  0.000
H  2.941  -2.388  -1.141  0.000
H  4.623  2.803  -3.425  0.000
H  2.554  -1.590  2.288  0.000
Se  0.717  0.620  -2.400  0.052
C  3.857  2.504  -0.147  -0.001
C  0.787  2.764  0.668  -0.017
O  3.347  1.883  2.294  0.001
H  -0.017  -0.468  4.223  0.003
H  -2.519  -0.256  3.746  0.001
O  3.322  0.059  0.588  -0.002
H  -3.092  1.038  2.685  0.002
H  -2.177  3.731  -0.222  0.001
H  -1.535  -3.075  1.227  -0.004
C  -0.780  -3.477  0.554  0.008
C  -2.350  0.778  3.440  0.007
H  0.086  1.210  4.760  0.000
C  1.773  -2.333  2.157  -0.010
H  3.495  1.277  -1.873  -0.003
S  1.120  4.380  1.105  0.003
H  -2.498  1.422  4.309  -0.001
C  5.079  4.535  -0.543  0.001

Values from the calculation:
Multiplicity = 4
F_max = 0.623 eV/A
Calculated total energy = -260229.107 eV
HOMO (spin up / spin down) = -7.37 / -7.43 eV
Expectation value of S² = 3.7801
ΔE to the lowest compared entry with this formula, charge and spin = 0.00 kcal per mole

C15H24O2 | the ωB97M-V functional and the def2-TZVPD basis

Each line ends with the Löwdin charge.
Element x y z (Å)
H  0.904  -2.040  -3.074  0.130
H  0.036  5.005  2.007  0.087
H  -0.928  -4.558  -0.020  0.079
H  -1.307  5.748  1.066  0.066
H  1.401  -2.179  1.361  0.075
H  -1.728  1.469  1.111  0.116
C  -0.350  4.367  -1.226  0.024
H  -1.608  4.280  1.897  0.072
O  0.441  -0.344  -0.682  0.072
C  -0.388  -0.976  -1.532  -0.473
H  1.244  -3.073  -0.905  0.094
H  -1.465  1.476  -0.730  0.142
C  0.051  -2.189  -2.372  -0.078
C  0.726  2.435  1.863  -0.157
H  -0.989  -2.920  0.438  0.056
H  0.006  -1.725  2.426  0.104
C  -0.990  1.429  0.327  -0.051
H  1.793  -4.373  -2.765  0.101
H  -0.733  -2.520  -3.072  0.127
C  -0.295  -0.001  0.443  -0.296
H  1.751  -1.409  2.890  0.058
H  0.111  -4.841  -2.972  0.034
C  1.051  -1.507  2.134  -0.025
C  -0.389  3.977  0.108  -0.285
H  0.968  2.158  -0.180  0.156
H  -0.083  3.636  -2.071  0.079
C  0.699  -0.173  1.596  -0.232
C  -0.841  4.804  1.336  -0.067
H  -0.837  5.363  -1.543  0.072
C  -0.853  -3.557  -0.431  -0.039
H  -1.137  -0.686  0.668  0.144
H  1.537  3.174  1.847  0.117
H  1.967  0.892  2.826  0.076
C  0.111  2.522  0.463  -0.298
C  0.799  -4.576  -2.275  -0.050
C  1.215  0.972  2.117  -0.003
C  0.351  -3.347  -1.378  -0.370
H  0.071  2.650  2.683  0.099
H  -1.697  -3.292  -1.046  0.078
H  0.918  -5.392  -1.611  0.056
O  -1.536  -0.680  -1.725  0.110

Values from the calculation:
Multiplicity = 1
F_max = 4.191 eV/A
Calculated total energy = -20036.765 eV
HOMO = -8.97 eV
SMILES = C=C(C)[C@H]1CC=C(C)[C@H](OC(=O)CC(C)C)C1
ΔE to the lowest compared entry with this formula, charge and spin = 70.39 kcal per mole

C15H24O3S | the ωB97M-V functional and the def2-TZVPD basis

Each line ends with the Löwdin charge.
Element x y z (Å)
O  -3.583  -2.567  0.258  -0.030
H  -1.144  -3.830  0.486  0.131
H  -5.298  -0.546  1.827  0.072
S  1.517  -0.346  1.440  1.045
C  -1.230  -2.945  -0.145  -0.073
C  -0.308  2.404  -1.894  -0.057
C  -4.194  -1.254  0.147  -0.209
C  2.208  1.570  -2.629  -0.063
C  -2.629  -2.764  -0.696  -0.502
C  1.319  2.025  -3.585  -0.090
H  -3.724  -1.153  2.272  0.079
H  -5.192  -1.373  -0.269  0.121
H  1.143  -2.133  -0.012  0.097
H  2.981  -0.292  0.937  0.041
H  -0.658  2.826  -3.960  0.104
H  3.189  1.227  -2.928  0.112
H  1.856  2.010  1.691  0.102
H  1.624  2.034  -4.625  0.103
H  -0.942  1.340  0.547  0.104
H  2.539  1.150  -0.575  0.088
H  -1.305  2.724  -1.603  0.114
C  0.011  1.874  0.514  -0.194
C  -0.825  -1.702  0.704  -0.204
C  -4.252  -0.570  1.519  -0.061
C  5.093  -0.103  2.243  -0.382
C  0.551  1.929  -0.903  -0.243
H  -1.524  -0.890  0.508  0.088
O  4.567  -0.324  1.004  -0.390
H  6.180  -0.292  2.328  0.058
C  0.559  -1.235  0.207  -0.411
H  -0.564  -3.064  -0.997  0.119
H  -3.607  -0.656  -0.552  0.113
O  -2.860  -2.784  -1.869  0.148
H  0.460  1.437  2.548  0.080
H  0.443  -0.711  -0.741  0.094
H  -0.239  2.907  0.780  0.128
C  0.052  2.467  -3.228  -0.077
C  1.818  1.519  -1.296  -0.054
C  0.971  1.380  1.587  -0.380
H  -0.796  -1.955  1.761  0.113
H  4.996  0.934  2.642  0.050
H  -3.878  0.451  1.480  0.069
H  4.676  -0.719  3.074  0.051

Values from the calculation:
Multiplicity = 1
F_max = 2.757 eV/A
Calculated total energy = -32918.928 eV
HOMO = -7.54 eV
ΔE to the lowest compared entry with this formula, charge and spin = 88.01 kcal per mole